No. 1
DFT (ωB97M-V/def2-TZVPD) results for an isolated molecule of C2H3FNOP.

```
9
Properties=species:S:1:pos:R:3:forces:R:3
F -3.2364 -0.1534 1.1183 -1.336 0.383 -1.057
H -0.0195 0.7054 1.1732 -1.509 -0.106 -1.550
P -2.9272 0.1225 -0.5204 4.739 -1.241 2.988
O -1.8242 1.2356 -0.2900 0.793 0.635 0.266
C -0.6540 -0.9220 -0.2962 2.971 2.885 0.666
H 0.2899 -1.4392 -0.3564 -0.320 -1.473 -0.646
H 0.4639 0.9852 -0.5111 0.166 0.093 -0.655
N -1.8481 -1.2339 -0.5541 -3.458 -1.688 -1.102
C -0.2905 0.4818 0.0670 -2.048 0.513 1.091
```
Positions in Å, forces in eV/Å.

Properties
**Highest occupied orbital energy (alpha / beta)**: -0.20658 / -0.37259 Eh
**Gap between HOMO and LUMO (alpha / beta)**: 0.2251 / 0.2152 Ha
**Total energy**: -17661.40047 eV
**Spin multiplicity**: 3

No. 2
DFT (ωB97M-V/def2-TZVPD) results for an isolated molecule of C2H3FO2.

```
8
Properties=species:S:1:pos:R:3:forces:R:3
H 2.3139 0.1151 -0.3813 -1.253 -1.123 0.190
C 0.4636 0.4593 -0.1047 -0.209 -4.244 0.220
H -0.9914 -1.5314 -0.3004 0.408 3.998 1.060
O 0.6469 1.6094 -0.0253 -0.109 1.876 -0.083
F -1.9428 0.5019 -0.4040 1.312 -1.360 0.671
H -1.0764 -0.3669 1.3745 0.475 0.120 -3.454
O 1.4968 -0.4698 -0.2912 0.069 2.119 -0.078
C -0.9106 -0.3176 0.1325 -0.692 -1.386 1.473
```
Positions in Å, forces in eV/Å.

Properties
**Highest occupied orbital energy**: -0.41061 Eh
**Gap between HOMO and LUMO**: 0.4324 Ha
**Total energy**: -8933.99934 eV
**Structure (SMILES)**: O=C(O)CF